Density functional theory data (ωB97M-V/def2-TZVPD) for a single C25H22FNO5 molecule.

The calculation puts the LUMO energy at -0.017 eV. The calculation puts the HOMO energy at -7.8667 eV. The calculation puts the largest force on an atom at 0.63 eV/Å. As for the SMILES: COc1ccccc1N[C@H](CC(=O)c1ccccc1)C(=O)OCC(=O)c1ccc(F)cc1. The calculation puts the energy above the lowest of the compared OMol25 structures with the same formula, charge and spin at 0.000 eV. The value obtained for the molar mass is 435.5 g mol⁻¹.

Each line ends with the natural charge from an NBO analysis.
CARTESIAN COORDINATES (ANGSTROEM)
C  2.6128  2.6195  2.6404  -0.2465
H  3.6979  2.7637  2.6067  0.1774
O  2.1675  1.8023  1.5896  -0.5107
C  2.6225  0.5074  1.5303  0.2394
C  3.5123  -0.0577  2.4245  -0.2795
C  3.9133  -1.3792  2.2741  -0.2382
C  3.4265  -2.1314  1.2256  -0.2269
C  2.5274  -1.5755  0.3291  -0.2700
C  2.1050  -0.2600  0.4639  0.2159
N  1.2650  0.3644  -0.4514  -0.6316
H  1.0237  1.2982  -0.1373  0.4094
C  0.1183  -0.3229  -0.9862  -0.1316
C  -0.3374  0.3267  -2.3011  -0.5170
C  -1.0193  1.6530  -2.0273  0.5834
O  -1.2554  2.0058  -0.8909  -0.5586
C  -1.3920  2.4839  -3.1930  -0.1016
C  -1.2647  2.0531  -4.5137  -0.1979
C  -1.6399  2.8842  -5.5526  -0.2063
C  -2.1409  4.1504  -5.2929  -0.1826
C  -2.2729  4.5873  -3.9845  -0.2141
C  -1.9034  3.7592  -2.9435  -0.1718
H  -2.0011  4.0790  -1.9168  0.2356
H  -2.6655  5.5718  -3.7789  0.2181
H  -2.4300  4.7939  -6.1105  0.2167
H  -1.5424  2.5433  -6.5726  0.2160
H  -0.8844  1.0689  -4.7373  0.2161
H  -1.0604  -0.3279  -2.7918  0.2536
H  0.5234  0.4694  -2.9547  0.2461
C  -1.0740  -0.3479  -0.0232  0.8250
O  -2.1565  -0.7915  -0.3102  -0.6127
O  -0.7464  0.1003  1.1874  -0.5095
C  -1.8095  0.1533  2.1233  -0.1802
C  -2.5104  -1.1869  2.3380  0.5734
O  -3.6734  -1.2296  2.6555  -0.5258
C  -1.6804  -2.4028  2.1652  -0.1906
C  -2.3197  -3.5674  1.7388  -0.1238
C  -1.6041  -4.7308  1.5413  -0.2929
C  -0.2428  -4.7200  1.7950  0.4169
C  0.4134  -3.5862  2.2409  -0.2942
C  -0.3096  -2.4220  2.4187  -0.1535
H  0.2031  -1.5396  2.7678  0.2273
H  1.4731  -3.6162  2.4367  0.2394
F  0.4662  -5.8500  1.6055  -0.3235
H  -2.0805  -5.6362  1.2003  0.2316
H  -3.3818  -3.5326  1.5530  0.2363
H  -1.3651  0.4908  3.0633  0.2182
H  -2.5592  0.8807  1.7934  0.2282
H  0.3799  -1.3674  -1.1849  0.2338
H  2.1621  -2.1770  -0.4891  0.2097
H  3.7462  -3.1543  1.0934  0.2152
H  4.6095  -1.8062  2.9797  0.2141
H  3.9039  0.5173  3.2490  0.2181
H  2.1184  3.5793  2.4965  0.2015
H  2.3316  2.2120  3.6175  0.1750

Forces on atoms 1 to 3 (eV/Å):
0.1 0.2 0.2
-0.1 0.0 0.0
0.0 -0.5 -0.3